1.
The following is a quantum chemistry calculation of a 10-piece molecular cluster, C46H98FIN10O16S overall, from OMol25.

Atoms and positions in Å:
C (7.485, 4.592, -1.389)
C (8.351, 3.239, -1.795)
O (7.474, 2.089, -2.074)
C (6.924, 1.506, -0.839)
C (5.639, 0.579, -1.256)
O (4.569, 1.327, -1.985)
C (3.667, 0.381, -2.650)
C (2.206, 0.954, -3.080)
C (1.130, 0.858, -1.802)
C (1.816, 1.117, -0.341)
C (0.772, 1.410, 0.886)
C (-0.536, 0.425, 0.944)
N (-1.859, 1.164, 1.211)
C (-2.325, 1.929, -0.009)
C (-1.867, 3.468, -0.380)
O (-3.196, 1.341, -0.874)
O (1.678, -0.182, -3.911)
S (0.266, 0.407, -4.687)
O (0.337, 0.004, -6.194)
O (-1.120, -0.146, -4.241)
O (0.558, 2.102, -4.438)
C (2.015, 2.221, -4.082)
C (2.677, 2.291, -5.564)
C (3.836, 1.213, -5.928)
C (3.901, 1.141, -7.599)
I (5.852, 1.964, -5.336)
C (2.018, 3.770, -3.487)
F (1.119, 3.975, -2.327)
C (3.507, 4.387, -3.199)
C (3.243, 5.944, -2.644)
H (6.392, 4.269, -1.070)
H (7.402, 5.281, -2.332)
H (8.001, 5.094, -0.459)
H (8.981, 3.520, -2.770)
H (9.126, 2.939, -0.951)
H (7.769, 0.792, -0.395)
H (6.702, 2.298, 0.015)
H (5.993, -0.265, -1.999)
H (5.211, 0.108, -0.273)
H (4.291, -0.122, -3.525)
H (3.482, -0.506, -1.872)
H (0.234, 1.607, -1.902)
H (0.660, -0.224, -1.785)
H (2.400, 0.118, -0.049)
H (2.626, 1.972, -0.315)
H (1.357, 1.257, 1.909)
H (0.446, 2.547, 0.880)
H (-0.723, -0.216, -0.018)
H (-0.407, -0.355, 1.839)
H (-1.687, 1.861, 1.986)
H (-1.174, 3.401, -1.335)
H (-1.228, 3.927, 0.513)
H (-2.759, 4.175, -0.669)
H (1.820, 2.166, -6.386)
H (3.125, 3.377, -5.773)
H (3.646, 0.109, -5.590)
H (4.557, 0.193, -7.894)
H (2.790, 0.856, -7.928)
H (4.270, 2.138, -8.085)
H (1.556, 4.432, -4.369)
H (4.114, 3.863, -2.348)
H (4.109, 4.530, -4.207)
H (4.100, 6.676, -3.020)
H (2.161, 6.330, -2.868)
H (3.358, 5.905, -1.457)
C (0.527, -3.153, 4.611)
C (0.196, -3.217, 3.145)
O (1.031, -2.982, 2.275)
N (-1.079, -3.549, 2.792)
C (-2.194, -3.857, 3.654)
H (1.578, -2.877, 4.736)
H (-0.089, -2.395, 5.101)
H (0.370, -4.130, 5.074)
H (-1.226, -3.572, 1.788)
H (-2.539, -4.866, 3.415)
H (-2.995, -3.144, 3.442)
H (-1.931, -3.804, 4.712)
C (-2.633, -8.232, 2.736)
C (-1.260, -7.633, 2.603)
O (-0.658, -7.158, 3.563)
N (-0.683, -7.626, 1.367)
C (-1.221, -8.130, 0.126)
H (-2.961, -8.165, 3.777)
H (-3.344, -7.681, 2.114)
H (-2.612, -9.286, 2.448)
H (0.241, -7.207, 1.356)
H (-0.538, -8.894, -0.254)
H (-1.265, -7.302, -0.585)
H (-2.216, -8.559, 0.246)
C (8.237, -2.352, 1.464)
C (6.750, -2.128, 1.482)
O (6.256, -1.038, 1.764)
N (5.940, -3.181, 1.173)
C (6.321, -4.528, 0.819)
H (8.749, -1.424, 1.731)
H (8.509, -3.119, 2.195)
H (8.559, -2.649, 0.463)
H (4.953, -2.954, 1.207)
H (5.920, -4.743, -0.174)
H (5.870, -5.209, 1.544)
H (7.403, -4.667, 0.812)
C (-5.168, -1.739, 7.322)
C (-4.105, -2.738, 6.958)
O (-2.953, -2.401, 6.694)
N (-4.450, -4.057, 6.926)
C (-5.737, -4.651, 7.201)
H (-4.744, -0.731, 7.305)
H (-5.985, -1.781, 6.596)
H (-5.542, -1.940, 8.329)
H (-3.682, -4.669, 6.673)
H (-5.616, -5.355, 8.028)
H (-6.056, -5.197, 6.309)
H (-6.492, -3.909, 7.462)
C (-6.830, 6.123, 1.038)
C (-5.457, 6.722, 0.905)
O (-4.854, 7.197, 1.865)
N (-4.879, 6.729, -0.330)
C (-5.417, 6.225, -1.572)
H (-7.158, 6.190, 2.079)
H (-7.541, 6.674, 0.416)
H (-6.808, 5.069, 0.750)
H (-3.956, 7.148, -0.342)
H (-4.735, 5.462, -1.952)
H (-5.461, 7.053, -2.283)
H (-6.413, 5.796, -1.452)
C (-5.445, -0.196, -6.479)
C (-5.025, -1.117, -7.591)
O (-5.835, -1.613, -8.370)
N (-3.697, -1.397, -7.722)
C (-2.598, -0.920, -6.916)
H (-6.531, -0.067, -6.501)
H (-5.168, -0.626, -5.512)
H (-4.978, 0.784, -6.607)
H (-3.491, -2.024, -8.493)
H (-1.904, -0.388, -7.571)
H (-2.092, -1.787, -6.485)
H (-2.926, -0.254, -6.116)
C (-3.900, -3.710, -2.594)
C (-3.019, -3.896, -1.390)
O (-2.625, -5.004, -1.033)
N (-2.655, -2.786, -0.685)
C (-3.010, -1.410, -0.940)
H (-4.104, -4.682, -3.051)
H (-4.852, -3.262, -2.295)
H (-3.398, -3.080, -3.332)
H (-2.062, -2.990, 0.111)
H (-2.087, -0.844, -1.088)
H (-3.529, -1.025, -0.059)
H (-3.649, -1.299, -1.817)
C (7.092, 0.684, 4.311)
C (8.545, 0.828, 3.951)
O (8.911, 1.147, 2.823)
N (9.471, 0.594, 4.925)
C (9.246, 0.214, 6.300)
H (6.476, 0.902, 3.434)
H (6.885, -0.341, 4.632)
H (6.829, 1.391, 5.102)
H (10.427, 0.711, 4.609)
H (9.693, 0.978, 6.940)
H (9.749, -0.740, 6.474)
H (8.186, 0.115, 6.538)
C (-8.918, 3.291, 3.584)
C (-9.249, 3.226, 2.118)
O (-8.414, 3.461, 1.248)
N (-10.523, 2.895, 1.765)
C (-11.639, 2.586, 2.628)
H (-7.867, 3.567, 3.709)
H (-9.534, 4.049, 4.074)
H (-9.075, 2.313, 4.047)
H (-10.671, 2.872, 0.762)
H (-11.984, 1.577, 2.388)
H (-12.440, 3.299, 2.415)
H (-11.376, 2.639, 3.685)

Output
Total energy in eV: -118596.811
HOMO level in eV: -8.861
Relative energy (zero: lowest compared OMol25 entry of this formula, charge and spin) in kcal per mole: 249.1
Total charge: 0
SMILES: CCOCCOC[C@]1(CCCCNC(C)=O)OS(=O)(=O)O[C@@]1(C[C@@H](C)I)[C@@H](F)CC.CNC(C)=O.CNC(C)=O.CNC(C)=O.CNC(C)=O.CNC(C)=O.CNC(C)=O.CNC(C)=O.CNC(C)=O.CNC(C)=O
2S+1: 1
Frontier orbital gap in eV: 8.9272

---

2.
The following is a quantum chemistry calculation of a 6-piece molecular cluster, C47H101N5O7 overall, from OMol25.

Atoms and positions in Å:
C (-0.580, 0.290, -1.678)
C (-1.404, -0.790, -0.990)
O (-0.624, -1.728, -0.322)
O (0.052, -0.316, -2.827)
H (0.215, 0.587, -0.982)
H (-1.089, 1.204, -1.973)
H (-2.153, -1.183, -1.687)
H (-2.114, -0.248, -0.339)
H (-1.050, -2.012, 0.496)
H (0.684, -0.939, -2.448)
C (3.646, -3.301, 1.002)
C (4.803, -2.249, 0.831)
C (4.710, -1.714, -0.591)
C (3.675, -0.609, -0.908)
C (3.751, 0.473, 0.192)
C (3.723, -0.134, 1.613)
N (4.717, -1.159, 1.767)
O (4.819, -1.581, 3.116)
C (4.063, 1.036, 2.555)
C (2.296, -0.631, 2.005)
C (6.123, -3.009, 1.007)
H (3.289, -3.396, 2.031)
H (4.019, -4.297, 0.766)
H (2.771, -2.961, 0.447)
H (5.680, -1.223, -0.756)
H (4.685, -2.566, -1.269)
H (2.687, -1.075, -0.937)
H (3.926, -0.150, -1.863)
H (2.900, 1.144, 0.054)
H (4.646, 1.085, 0.070)
H (4.086, 0.742, 3.601)
H (5.054, 1.419, 2.294)
H (3.354, 1.843, 2.370)
H (1.722, 0.168, 2.483)
H (1.689, -0.854, 1.121)
H (2.302, -1.486, 2.673)
H (6.323, -3.670, 0.162)
H (6.099, -3.730, 1.833)
H (6.952, -2.352, 1.280)
H (5.764, -1.495, 3.281)
C (2.072, 3.858, -5.544)
C (1.522, 4.425, -4.211)
C (1.214, 3.243, -3.298)
C (2.433, 2.722, -2.532)
C (3.244, 3.811, -1.882)
C (3.642, 4.953, -2.808)
N (2.437, 5.367, -3.537)
O (2.656, 6.529, -4.305)
C (4.020, 6.108, -1.868)
C (4.850, 4.545, -3.656)
C (0.239, 5.174, -4.499)
H (1.300, 3.314, -6.103)
H (2.806, 3.070, -5.372)
H (2.384, 4.630, -6.248)
H (0.391, 3.531, -2.633)
H (0.860, 2.363, -3.840)
H (3.028, 2.180, -3.279)
H (2.178, 1.957, -1.796)
H (4.172, 3.368, -1.496)
H (2.726, 4.092, -0.958)
H (4.627, 5.766, -1.028)
H (4.489, 6.977, -2.334)
H (3.119, 6.532, -1.410)
H (4.723, 3.553, -4.091)
H (4.994, 5.254, -4.476)
H (5.781, 4.580, -3.090)
H (0.364, 5.863, -5.334)
H (-0.223, 5.587, -3.601)
H (-0.531, 4.466, -4.830)
H (2.335, 7.237, -3.735)
C (-0.536, 6.519, -0.818)
C (-0.361, 6.786, 0.684)
C (-1.706, 6.928, 1.389)
C (-2.402, 5.578, 1.626)
C (-1.480, 4.541, 2.270)
C (-0.080, 4.446, 1.649)
N (0.424, 5.807, 1.397)
O (1.744, 5.750, 0.914)
C (0.840, 3.738, 2.631)
C (-0.169, 3.610, 0.342)
C (0.269, 8.184, 0.844)
H (-1.162, 5.650, -1.014)
H (0.429, 6.283, -1.285)
H (-0.866, 7.372, -1.413)
H (-1.669, 7.514, 2.311)
H (-2.378, 7.559, 0.797)
H (-2.770, 5.275, 0.639)
H (-3.337, 5.628, 2.189)
H (-2.049, 3.611, 2.147)
H (-1.426, 4.640, 3.357)
H (0.914, 4.281, 3.577)
H (0.441, 2.759, 2.905)
H (1.833, 3.599, 2.204)
H (-0.081, 2.573, 0.681)
H (-1.133, 3.768, -0.138)
H (0.616, 3.761, -0.397)
H (0.381, 8.412, 1.908)
H (-0.362, 9.001, 0.484)
H (1.233, 8.352, 0.360)
H (2.302, 5.896, 1.686)
C (-5.447, -8.157, -1.847)
C (-3.995, -7.702, -1.747)
C (-3.373, -8.065, -3.095)
C (-2.034, -7.409, -3.337)
C (-2.122, -5.893, -3.145)
C (-2.821, -5.408, -1.846)
N (-4.001, -6.242, -1.645)
O (-4.819, -5.767, -0.593)
C (-1.768, -5.477, -0.723)
C (-3.252, -3.968, -2.137)
C (-3.346, -8.483, -0.595)
H (-6.064, -7.539, -2.509)
H (-5.508, -9.172, -2.246)
H (-6.050, -8.175, -0.933)
H (-3.133, -9.136, -3.053)
H (-4.090, -7.957, -3.909)
H (-1.308, -7.830, -2.636)
H (-1.674, -7.556, -4.356)
H (-2.670, -5.518, -4.017)
H (-1.139, -5.425, -3.241)
H (-2.269, -5.528, 0.250)
H (-1.180, -4.558, -0.704)
H (-1.120, -6.352, -0.772)
H (-3.867, -3.908, -3.036)
H (-2.394, -3.307, -2.261)
H (-3.853, -3.526, -1.337)
H (-3.621, -9.542, -0.662)
H (-2.256, -8.536, -0.628)
H (-3.707, -8.166, 0.383)
H (-5.656, -5.589, -1.038)
C (-4.140, -4.080, 2.575)
C (-3.720, -2.685, 2.995)
C (-4.407, -2.405, 4.342)
C (-3.848, -1.190, 5.063)
C (-2.362, -1.390, 5.303)
C (-1.563, -1.681, 4.030)
N (-2.270, -2.655, 3.186)
O (-1.500, -3.139, 2.116)
C (-1.365, -0.360, 3.229)
C (-0.202, -2.250, 4.446)
C (-4.260, -1.702, 1.923)
H (-5.204, -4.212, 2.381)
H (-3.847, -4.843, 3.306)
H (-3.654, -4.422, 1.657)
H (-5.440, -2.111, 4.119)
H (-4.518, -3.305, 4.948)
H (-4.375, -1.037, 6.010)
H (-4.146, -0.292, 4.513)
H (-2.234, -2.176, 6.048)
H (-1.921, -0.473, 5.705)
H (-1.111, 0.501, 3.852)
H (-0.544, -0.458, 2.514)
H (-2.247, -0.114, 2.639)
H (0.388, -1.574, 5.057)
H (-0.480, -3.143, 5.020)
H (0.329, -2.642, 3.580)
H (-4.939, -0.950, 2.327)
H (-4.783, -2.191, 1.098)
H (-3.471, -1.164, 1.391)
H (-1.148, -3.980, 2.435)

Output
Total energy in eV: -72153.581
HOMO level in eV: -8.040
Relative energy (zero: lowest compared OMol25 entry of this formula, charge and spin) in kcal per mole: 0.0
Total charge: 0
SMILES: CC1(C)CCCC(C)(C)N1O.CC1(C)CCCC(C)(C)N1O.CC1(C)CCCC(C)(C)N1O.CC1(C)CCCC(C)(C)N1O.CC1(C)CCCC(C)(C)N1O.OCCO
2S+1: 1
Frontier orbital gap in eV: 8.5822

---

> HOMO level of number 1 (C46H98FIN10O16S)?

-8.861 eV

---

> 2S+1 of number 2 (C47H101N5O7)?

1